1.
{"formula": "C2H3O3S2", "method": "ωB97M-V with the def2-TZVPD basis set", "lumo_energy_ha": [0.1112, 0.1112], "gap_ev": [7.598, 7.596], "e_above_lowest_ev": 1.371, "charge": -1, "species": ["C", "C", "O", "O", "O", "S", "S", "H", "H", "H"], "xyz": [[0.0774, -1.5214, -0.0546], [0.7901, -0.2747, 0.6157], [0.2950, -2.6461, 0.3241], [-0.8234, -0.9924, -0.7292], [-2.0084, 1.2316, -0.2888], [2.5770, 2.0316, 0.0024], [1.9241, 0.2586, -0.4324], [0.3531, 0.2861, 1.3183], [-2.1006, 0.2921, -0.1770], [-1.0842, 1.3346, -0.5786]]}



2.
{"formula": "C2H3O5S2", "method": "ωB97M-V with the def2-TZVPD basis set", "lumo_energy_ha": 0.1294, "gap_ev": 8.270, "e_above_lowest_ev": 3.664, "charge": -1, "species": ["C", "C", "O", "O", "O", "O", "O", "S", "S", "H", "H", "H"], "xyz": [[0.5629, 0.1351, 0.7118], [-1.5796, -0.4351, 1.1975], [0.4952, -1.8712, -1.2636], [0.9740, 2.6197, -0.2664], [-0.8675, 1.4331, -1.2923], [2.5848, -1.3496, -0.1608], [1.4542, 0.4632, -1.4973], [0.3771, 1.3412, -0.5683], [1.2674, -0.8915, -0.5382], [-2.0418, -0.0591, 0.3050], [-1.7377, 0.1155, 2.1006], [-1.4891, -1.5012, 1.2721]]}



3.
{"formula": "C2H3OP", "method": "ωB97M-V with the def2-TZVPD basis set", "lumo_energy_ha": [-0.0437, -0.0510], "gap_ev": [6.726, 7.082], "e_above_lowest_ev": 3.362, "species": ["C", "C", "O", "P", "H", "H", "H"], "xyz": [[0.4736, -0.3662, 0.1695], [-0.5853, 0.5426, 0.3942], [0.9861, -1.1283, -1.0032], [-1.3040, 1.5979, 1.7884], [1.0777, -0.9541, 0.9614], [-1.0952, 1.0233, -0.5116], [0.4470, -0.7152, -1.7988]]}



4.
{"formula": "C2H3OP", "method": "ωB97M-V with the def2-TZVPD basis set", "s_squared": 2.01, "lumo_energy_ha": [0.0324, -0.0773], "spin_multiplicity": 3, "gap_ev": [7.160, 7.527], "e_above_lowest_ev": 0.981, "species": ["C", "C", "O", "P", "H", "H", "H"], "xyz": [[-0.1453, 0.9538, -0.4153], [-0.1210, -0.7751, 0.0179], [1.1700, -0.6538, 0.4606], [1.3038, 1.0046, 0.4434], [-1.0024, 1.6098, -0.5249], [-0.8803, -0.6419, 0.7438], [-0.3248, -1.4975, -0.7256]]}



5.
{"formula": "C2H3OPS", "method": "ωB97M-V with the def2-TZVPD basis set", "lumo_energy_ha": -0.0424, "gap_ev": 7.873, "e_above_lowest_ev": 2.804, "species": ["C", "C", "O", "P", "S", "H", "H", "H"], "xyz": [[0.1194, 0.2485, 0.0575], [1.6269, -0.4818, 0.0253], [4.1665, -0.3470, -0.1628], [-0.0224, 1.9296, -0.0572], [2.9810, 0.4243, 0.1182], [-0.6199, -0.5378, -0.1051], [1.4084, -1.4952, -0.4316], [-1.3635, 2.0235, 0.1131]]}



6.
{"formula": "C2H3OPS2", "method": "ωB97M-V with the def2-TZVPD basis set", "s_squared": 2.01, "lumo_energy_ha": [0.0097, -0.1073], "spin_multiplicity": 3, "gap_ev": [5.723, 6.789], "e_above_lowest_ev": 0.000, "species": ["C", "C", "O", "P", "S", "S", "H", "H", "H"], "xyz": [[1.6530, 0.5675, 1.7744], [0.7452, 0.2331, 1.0172], [-0.7508, 1.1107, -0.9432], [-0.5830, -0.2493, -0.0060], [-2.4107, -0.6836, 1.0355], [0.2109, -1.7737, -1.3632], [2.3892, 1.1540, 2.3156], [-1.4958, 0.9565, -1.5154], [1.1894, -0.8622, -1.6836]]}



Which formula does entry 5 have? C2H3OPS